No. 1
{
  "formula": "C3H4N2O2S",
  "method": "wB97M-V/def2-TZVPD",
  "energy_ev": -21084.731,
  "fmax_ev_per_a": 1.08,
  "smiles": "Nc1co/c(=N\\S)o1",
  "homo_energy_ev": -7.89,
  "orbital_gap_ev": 8.545,
  "species": ["N", "C", "C", "O", "C", "N", "S", "O", "H", "H", "H", "H"],
  "positions_angstrom": [[-0.37, 0.11, -3.23], [-0.05, -0.20, -1.92], [0.74, -1.08, -1.30], [0.71, -0.80, 0.07], [-0.15, 0.23, 0.24], [-0.50, 0.79, 1.31], [0.18, 0.15, 2.75], [-0.63, 0.63, -0.98], [-1.36, 0.35, -3.34], [-0.09, -0.64, -3.86], [1.37, -1.91, -1.66], [-0.44, 1.02, 3.54]],
  "mulliken_charge": [-0.509, 0.454, -0.286, -0.382, 0.652, -0.417, -0.148, -0.373, 0.264, 0.266, 0.334, 0.144]
}



No. 2
{
  "formula": "C24H24N",
  "method": "wB97M-V/def2-TZVPD",
  "energy_ev": -26758.820,
  "fmax_ev_per_a": 4.27,
  "homo_energy_ev": -11.72,
  "charge": 1,
  "orbital_gap_ev": 7.564,
  "species": ["C", "C", "C", "C", "C", "C", "C", "C", "C", "C", "C", "C", "C", "C", "C", "H", "H", "H", "H", "H", "H", "H", "H", "H", "H", "H", "H", "H", "H", "H", "C", "C", "C", "C", "C", "C", "C", "C", "N", "C", "H", "H", "H", "H", "H", "H", "H", "H", "H"],
  "positions_angstrom": [[-5.17, -1.40, 2.60], [-3.77, -0.88, 2.57], [-3.55, 0.47, 2.39], [-2.26, 0.96, 2.20], [-1.15, 0.06, 2.09], [0.10, 0.55, 1.45], [1.43, 0.03, 1.96], [2.47, 0.91, 2.40], [3.75, 0.44, 2.60], [4.05, -0.91, 2.48], [5.46, -1.38, 2.65], [3.00, -1.81, 2.25], [1.72, -1.35, 2.00], [-1.36, -1.23, 2.64], [-2.68, -1.73, 2.76], [-5.20, -2.49, 2.58], [-5.74, -1.05, 3.49], [-5.74, -1.04, 1.72], [-4.38, 1.19, 2.35], [-2.07, 2.04, 2.05], [0.12, 1.71, 1.56], [2.22, 1.97, 2.51], [4.53, 1.16, 2.85], [5.51, -2.48, 2.68], [6.10, -1.06, 1.81], [5.91, -0.96, 3.56], [3.21, -2.88, 2.24], [0.94, -2.08, 1.73], [-0.56, -1.88, 2.92], [-2.85, -2.76, 2.98], [2.02, 2.21, -3.30], [0.83, 1.55, -3.91], [0.68, 1.58, -5.30], [-0.40, 1.00, -5.94], [-1.36, 0.37, -5.14], [-1.24, 0.32, -3.76], [-2.31, -0.36, -2.97], [-0.14, 0.91, -3.10], [-0.02, 0.86, -1.70], [0.01, 0.85, -0.51], [2.00, 2.10, -2.21], [2.93, 1.77, -3.71], [2.03, 3.27, -3.57], [1.44, 2.08, -5.90], [-0.50, 1.03, -7.02], [-2.22, -0.09, -5.62], [-2.09, -0.34, -1.91], [-3.28, 0.13, -3.17], [-2.41, -1.40, -3.32]],
  "mulliken_charge": [-1.389, 0.961, -0.561, -0.723, 0.004, 0.101, 0.468, -0.603, -0.663, 1.018, -1.382, -0.992, -0.284, -0.385, -0.900, 0.363, 0.312, 0.343, 0.402, 0.374, 0.449, 0.351, 0.404, 0.343, 0.310, 0.350, 0.325, 0.498, 0.672, 0.418, -1.469, 0.982, -0.609, -0.608, -0.663, 1.016, -1.401, -0.100, -0.229, 0.524, 0.171, 0.358, 0.363, 0.420, 0.406, 0.433, 0.103, 0.359, 0.358]
}



No. 3
{
  "formula": "C5H9NO",
  "method": "wB97M-V/def2-TZVPD",
  "energy_ev": -8866.642,
  "fmax_ev_per_a": 1.76,
  "smiles": "[H]/N=C(/C)C=O.C=C",
  "homo_energy_ev": -9.68,
  "orbital_gap_ev": 9.943,
  "species": ["H", "N", "C", "C", "C", "O", "H", "H", "H", "H", "C", "C", "H", "H", "H", "H"],
  "positions_angstrom": [[2.42, -0.03, -0.58], [1.73, 0.54, -1.07], [0.74, 0.89, -0.38], [-0.32, 1.77, -0.94], [0.58, 0.53, 1.11], [-0.13, 1.15, 1.87], [-0.18, 1.91, -2.01], [-1.30, 1.33, -0.76], [-0.30, 2.73, -0.43], [1.40, -0.13, 1.46], [-0.45, -1.88, -0.28], [-1.07, -1.65, 0.86], [0.45, -2.47, -0.33], [-0.82, -1.51, -1.22], [-0.75, -2.09, 1.79], [-1.99, -1.09, 0.91]],
  "mulliken_charge": [0.243, -0.655, 0.743, -1.109, -0.053, -0.486, 0.345, 0.267, 0.326, 0.351, -0.442, -0.598, 0.265, 0.260, 0.278, 0.263]
}



No. 4
{
  "formula": "C5H6N",
  "method": "wB97M-V/def2-TZVPD",
  "energy_ev": -6754.893,
  "fmax_ev_per_a": 6.92,
  "homo_energy_ev": [-15.41, -15.41],
  "charge": 1,
  "orbital_gap_ev": [8.479, 8.869],
  "species": ["C", "C", "C", "C", "C", "N", "H", "H", "H", "H", "H", "H"],
  "positions_angstrom": [[-3.52, 0.02, -0.15], [-3.73, 0.46, 0.90], [0.59, 0.52, -0.29], [-0.23, -0.65, -0.42], [1.91, 0.38, 0.51], [-0.92, -1.56, -0.62], [-0.05, 1.15, 0.29], [0.87, 0.89, -1.36], [1.82, 0.96, 1.49], [2.77, 0.69, -0.07], [2.07, -0.68, 0.85], [-1.59, -2.18, -1.12]],
  "mulliken_charge": [-0.212, 0.211, 0.023, 0.076, -1.021, 0.013, 0.226, 0.333, 0.307, 0.298, 0.355, 0.392]
}